# C38H60CrN3P2SSi

C38H60CrN3P2SSi as an isolated structure (wB97M-V/def2-TZVPD, the OMol25 dataset).

```
106
Properties=species:S:1:pos:R:3:forces:R:3:lowdin_charge:R:1
Cr -0.695833 1.372555 -0.667017 -0.2 0.6 -0.6 0.12
C -1.942784 3.325520 2.222822 -0.1 0.2 0.0 -0.17
Si -0.711329 2.043292 1.663491 0.1 -0.2 0.0 0.60
C -0.994335 0.475817 2.637865 -0.1 -0.2 0.1 -0.30
C -0.786239 0.449756 4.018766 0.0 0.0 0.0 -0.07
C -1.028680 -0.699494 4.756321 0.0 0.0 0.0 -0.04
C -1.502519 -1.840273 4.121609 0.0 0.0 0.0 -0.04
C -1.726970 -1.834675 2.753781 0.0 0.1 0.0 -0.08
C -1.470794 -0.684439 2.001699 0.0 0.0 0.1 -0.37
P -1.717288 -0.619336 0.199416 0.0 0.1 0.2 1.02
C -0.879305 -2.009322 -0.656025 0.0 -0.1 -0.1 -0.42
C -0.877761 -3.398274 -0.010018 0.0 0.0 -0.1 -0.19
C -0.055812 -4.369155 -0.862217 0.0 0.0 0.0 -0.18
C -0.547978 -4.422911 -2.304530 0.0 0.0 0.0 -0.19
C -0.535268 -3.032895 -2.933455 0.0 0.0 0.0 -0.18
C -1.383314 -2.065269 -2.109352 0.0 -0.1 0.0 -0.20
C -3.516618 -0.660864 -0.123948 -0.1 -0.1 0.0 -0.42
C -4.233693 -1.962618 0.280909 0.0 0.0 -0.1 -0.19
C -5.738361 -1.706745 0.349979 0.0 0.0 0.0 -0.18
C -6.066283 -0.770433 1.525408 0.0 0.0 0.0 -0.17
C -4.917258 0.211540 1.809320 0.0 0.0 0.0 -0.18
C -4.190072 0.581476 0.517516 0.0 -0.1 0.1 -0.21
C 1.014453 2.808229 1.813683 0.2 0.1 0.1 -0.29
C 1.277558 3.839932 2.723173 0.0 -0.1 -0.1 -0.07
C 2.519821 4.459074 2.771569 0.0 0.0 0.0 -0.04
C 3.528978 4.067002 1.903153 0.0 0.0 0.0 -0.04
C 3.300876 3.045653 0.993209 -0.1 0.0 0.0 -0.07
C 2.054084 2.416781 0.942079 0.1 0.1 0.1 -0.37
P 1.671919 1.053383 -0.189558 0.0 -0.1 0.2 1.06
C 2.533750 -0.461909 0.402709 0.1 -0.1 0.1 -0.40
C 1.815038 -1.084013 1.606034 0.1 0.1 0.0 -0.20
C 2.457196 -2.409598 2.006508 0.0 0.0 0.0 -0.18
C 3.938008 -2.233556 2.318013 0.0 0.0 0.0 -0.19
C 4.658167 -1.593329 1.137867 0.0 0.0 0.0 -0.18
C 4.018152 -0.257874 0.745356 0.0 -0.1 0.1 -0.19
C 2.231908 1.406470 -1.912214 0.1 0.0 -0.1 -0.40
C 1.432442 0.439049 -2.818579 0.1 0.0 0.0 -0.23
C 2.026985 0.406450 -4.224411 0.0 0.0 0.1 -0.17
C 3.427943 -0.231019 -4.187438 0.0 0.0 0.0 -0.17
C 4.143941 0.021900 -2.850357 0.0 0.0 0.0 -0.18
C 3.738418 1.374370 -2.267664 -0.1 0.0 -0.1 -0.18
H -1.836035 3.480710 3.301599 0.0 0.0 0.0 0.05
H -1.808319 4.301129 1.745595 0.0 0.0 0.0 0.04
H -2.967848 2.996399 2.047371 0.0 0.0 0.0 0.03
H -0.420714 1.335120 4.530360 0.0 0.0 0.0 0.11
H -0.851216 -0.707562 5.823987 0.0 0.0 0.0 0.12
H -1.698481 -2.738876 4.692289 0.0 0.0 0.0 0.12
H -2.096229 -2.735225 2.285521 0.0 0.0 0.0 0.09
H 0.168125 -1.677737 -0.686468 0.0 0.0 0.0 0.08
H -0.447428 -3.348811 0.991531 0.0 0.0 0.0 0.10
H -1.903178 -3.769043 0.087964 0.0 0.0 0.0 0.12
H 0.993127 -4.045635 -0.851381 0.0 0.0 0.0 0.11
H -0.081436 -5.360090 -0.407371 0.0 0.0 0.0 0.12
H 0.063504 -5.111117 -2.888257 0.0 0.0 0.0 0.12
H -1.570406 -4.815042 -2.324763 0.0 0.0 0.0 0.12
H 0.498004 -2.664886 -2.974575 0.0 0.0 0.0 0.11
H -0.902938 -3.066341 -3.959972 0.0 0.0 0.0 0.12
H -1.385649 -1.069268 -2.567594 0.0 0.0 0.0 0.09
H -2.421444 -2.414922 -2.112880 0.0 0.0 0.0 0.12
H -3.583890 -0.577326 -1.214323 0.0 0.0 0.0 0.09
H -4.001375 -2.752956 -0.435458 0.0 0.0 0.0 0.11
H -3.898693 -2.303743 1.260810 0.0 0.0 0.0 0.10
H -6.067898 -1.267587 -0.596174 0.0 0.0 0.0 0.12
H -6.274572 -2.649705 0.453076 0.0 0.0 0.0 0.12
H -6.981008 -0.217025 1.309166 0.0 0.0 0.0 0.11
H -6.266318 -1.360707 2.420889 0.0 0.0 0.0 0.12
H -5.302476 1.112845 2.288210 0.0 0.0 0.0 0.12
H -4.203770 -0.228936 2.511663 0.0 0.0 0.0 0.10
H -4.902952 1.004449 -0.194449 0.0 0.0 0.0 0.12
H -3.456791 1.370516 0.707309 0.0 0.0 0.0 0.05
H 0.503072 4.171852 3.405461 0.0 0.0 0.0 0.11
H 2.699920 5.253802 3.484102 0.0 0.0 0.0 0.12
H 4.495500 4.552735 1.937282 0.0 0.0 0.0 0.12
H 4.100879 2.744696 0.330261 0.0 0.0 0.0 0.10
H 2.458782 -1.166233 -0.437438 0.0 0.0 0.0 0.11
H 1.860655 -0.383195 2.448836 0.0 0.0 0.0 0.13
H 0.766453 -1.238017 1.385313 -0.1 0.0 0.0 0.06
H 1.926300 -2.828365 2.863599 0.0 0.0 0.0 0.12
H 2.341256 -3.123453 1.180537 0.0 0.0 0.0 0.11
H 4.047559 -1.591537 3.198937 0.0 0.0 0.0 0.12
H 4.392836 -3.192247 2.568247 0.0 0.0 0.0 0.12
H 5.710962 -1.430953 1.371593 0.0 0.0 0.0 0.12
H 4.626635 -2.272141 0.277592 0.0 0.0 0.0 0.12
H 4.094233 0.437230 1.587746 0.0 0.0 0.0 0.12
H 4.567813 0.173407 -0.086758 0.0 0.0 0.0 0.09
H 1.865676 2.417643 -2.122970 0.0 0.0 0.0 0.09
H 1.456530 -0.575576 -2.405678 0.0 0.0 0.0 0.09
H 0.372874 0.731335 -2.860921 0.0 0.0 0.0 0.07
H 1.374439 -0.147047 -4.899658 0.0 0.0 0.0 0.12
H 2.079554 1.428460 -4.610443 0.0 0.0 0.0 0.12
H 3.347146 -1.305197 -4.360777 0.0 0.0 0.0 0.12
H 4.027867 0.169172 -5.005363 0.0 0.0 0.0 0.12
H 3.912685 -0.773685 -2.135977 0.0 0.0 0.0 0.10
H 5.224019 -0.008335 -2.993524 0.0 0.0 0.0 0.12
H 4.358810 1.641901 -1.417442 0.0 0.0 0.0 0.08
H 3.923828 2.146186 -3.019559 0.0 0.0 0.0 0.13
N -0.263543 3.521354 -1.079601 0.1 0.0 0.1 -0.01
N -0.756235 4.030834 -2.294462 0.2 0.0 0.0 -0.02
C -1.794963 3.410012 -2.879552 -0.2 -0.1 0.0 -0.77
N -2.338140 3.988079 -3.938888 0.0 0.0 0.0 0.15
S -2.416621 1.943850 -2.279901 -0.1 -0.2 0.1 0.78
H -0.703005 4.012575 -0.299321 0.0 0.0 0.0 0.10
H 0.737483 3.701137 -1.025613 0.0 0.0 0.0 0.10
H -0.549813 4.997527 -2.510759 0.0 0.0 0.0 0.17
H -2.011123 4.864113 -4.316240 0.0 0.0 0.0 0.14
H -3.103161 3.529205 -4.407809 0.0 0.0 0.0 0.12
```
Positions in Å, forces in eV/Å.

The calculation puts the HOMO-LUMO gap (alpha / beta) at 8.33 / 8.07 eV. The multiplicity is 4. The charge is +2. The value obtained for the largest force on an atom is 0.0165 Eh/bohr.


# C38H60N5O6PTi

C38H60N5O6PTi as an isolated structure (wB97M-V/def2-TZVPD, the OMol25 dataset).

```
111
Properties=species:S:1:pos:R:3:forces:R:3:lowdin_charge:R:1
Ti 0.308583 -0.522336 0.282555 -0.1 -0.4 -0.6 1.06
C -1.639845 1.612178 2.349057 0.0 0.0 0.0 -0.12
C -1.840239 2.393616 1.061001 0.0 0.0 0.1 -0.16
O -0.793952 2.012292 0.193869 0.1 0.1 0.0 -0.17
C -0.799739 2.665807 -1.057063 0.0 -0.1 0.0 -0.16
C 0.207784 1.916398 -1.906539 0.0 0.1 0.0 -0.12
O 0.053567 0.507143 -1.765082 0.0 -0.1 0.2 -0.23
C -1.021984 -0.131753 -2.446235 -0.1 0.0 -0.1 -0.14
C -2.261879 -0.265180 -1.578116 0.1 0.0 0.0 -0.13
O -1.871994 -0.712830 -0.281150 0.0 0.0 -0.1 -0.23
C -2.936913 -0.734930 0.667548 0.0 0.0 0.1 -0.13
C -2.287435 -0.716562 2.039046 0.0 -0.1 0.0 -0.14
O -1.265632 0.263861 2.105392 0.1 -0.1 -0.1 -0.19
H -2.539693 1.656453 2.967996 0.0 0.0 0.0 0.14
H -0.813367 2.044559 2.911748 0.0 0.0 0.0 0.14
H -1.799391 3.466156 1.279736 0.0 0.0 0.0 0.14
H -2.810112 2.188368 0.590877 0.0 0.0 0.0 0.12
H -0.507026 3.716318 -0.958634 0.0 0.0 0.0 0.14
H -1.802848 2.638287 -1.500230 0.0 0.0 0.0 0.13
H 1.218863 2.120851 -1.555717 0.0 0.0 0.0 0.13
H 0.132636 2.199703 -2.958699 0.0 0.0 0.0 0.14
H -0.639608 -1.114348 -2.713821 0.0 0.0 0.0 0.11
H -1.277783 0.414523 -3.358462 0.0 0.0 0.0 0.15
H -2.945623 -0.987851 -2.032814 0.0 0.0 0.0 0.15
H -2.789211 0.688797 -1.479230 0.0 0.0 0.0 0.12
H -3.545650 -1.632528 0.532125 0.0 0.0 0.0 0.15
H -3.575450 0.139863 0.515654 0.0 0.0 0.0 0.13
H -1.782361 -1.665709 2.225578 0.0 0.0 0.0 0.14
H -3.035605 -0.564143 2.821009 0.0 0.0 0.0 0.14
N 0.809855 -2.047531 -0.601614 0.0 0.5 0.3 -0.24
P 1.986379 -3.024024 -0.998111 -0.3 0.2 0.2 0.61
N 1.596348 -3.775954 -2.414440 0.2 0.0 0.1 -0.22
C 0.237302 -3.991479 -2.887354 -0.1 0.0 0.0 -0.21
C 0.188968 -3.869180 -4.420100 0.0 0.0 0.0 -0.17
C 1.306808 -2.952329 -4.906178 0.0 0.0 0.0 -0.19
C 2.673641 -3.583307 -4.599921 0.0 0.0 0.0 -0.16
C 2.608159 -4.367875 -3.279859 0.0 0.0 0.0 -0.18
N 3.434227 -2.251118 -1.169179 0.0 -0.1 0.0 -0.18
C 4.743686 -2.824255 -0.821586 0.0 0.0 -0.1 -0.20
C 5.796818 -2.355363 -1.816680 0.0 0.0 0.0 -0.17
C 5.965467 -0.828249 -1.763046 0.0 0.0 0.0 -0.17
C 4.660891 -0.154376 -1.322350 0.0 0.0 0.0 -0.17
C 3.463327 -0.942055 -1.825854 -0.1 0.1 -0.1 -0.19
N 2.335342 -4.230112 0.086894 0.0 0.0 -0.2 -0.20
C 1.491085 -5.436742 0.035085 0.0 0.0 0.0 -0.21
C 1.838478 -6.351894 1.197608 0.0 0.0 0.0 -0.18
C 1.500321 -5.686976 2.539655 0.0 0.0 0.0 -0.18
C 1.713472 -4.166960 2.465699 0.0 0.0 0.0 -0.18
C 2.776143 -3.831739 1.432442 0.1 0.0 0.1 -0.21
H -0.395870 -3.245035 -2.408382 0.0 0.0 0.0 0.08
H -0.132210 -4.977269 -2.573999 0.0 0.0 0.0 0.11
H -0.793029 -3.505502 -4.728317 0.0 0.0 0.0 0.11
H 0.306951 -4.852557 -4.882519 0.0 0.0 0.0 0.11
H 1.227198 -1.987368 -4.394762 0.0 0.0 0.0 0.10
H 1.209742 -2.752235 -5.973705 0.0 0.0 0.0 0.11
H 3.435779 -2.804152 -4.533647 0.0 0.0 0.0 0.09
H 2.976358 -4.253144 -5.408007 0.0 0.0 0.0 0.11
H 3.572248 -4.378867 -2.773723 0.0 0.0 0.0 0.10
H 2.343689 -5.415721 -3.464771 0.0 0.0 0.0 0.12
H 4.667034 -3.910187 -0.818069 0.0 0.0 0.0 0.11
H 5.034209 -2.522473 0.192435 0.0 0.0 0.0 0.12
H 5.492822 -2.672113 -2.818801 0.0 0.0 0.0 0.10
H 6.741127 -2.859168 -1.606578 0.0 0.0 0.0 0.12
H 6.264525 -0.458508 -2.746055 0.0 0.0 0.0 0.11
H 6.766424 -0.554627 -1.074652 0.0 0.0 0.0 0.10
H 4.617115 0.878978 -1.674214 0.0 0.0 0.0 0.12
H 4.602435 -0.110725 -0.230909 0.0 0.0 0.0 0.10
H 3.523701 -1.051422 -2.918509 0.0 0.0 0.0 0.12
H 2.525779 -0.425493 -1.608531 0.1 0.0 0.0 0.08
H 1.658729 -5.943666 -0.916335 0.0 0.0 0.0 0.11
H 0.423548 -5.175523 0.084328 0.0 0.0 0.0 0.12
H 2.903791 -6.589777 1.145444 0.0 0.0 0.0 0.12
H 1.305725 -7.296662 1.084645 0.0 0.0 0.0 0.11
H 2.120360 -6.120858 3.326065 0.0 0.0 0.0 0.11
H 0.464126 -5.900424 2.810373 0.0 0.0 0.0 0.11
H 1.996727 -3.759148 3.437168 0.0 0.0 0.0 0.11
H 0.794136 -3.655645 2.169408 0.0 0.0 0.0 0.10
H 3.717285 -4.339731 1.672082 0.0 0.0 0.0 0.12
H 2.980534 -2.760193 1.430401 0.0 0.0 0.0 0.09
C 6.155333 5.388650 -1.186378 0.0 0.1 0.0 -0.05
C 6.281943 4.108669 -0.407581 0.0 -0.1 0.0 -0.23
C 7.493093 3.427265 -0.398453 0.0 0.0 0.0 -0.05
C 7.634362 2.242209 0.305328 0.0 0.0 0.0 -0.07
C 6.561228 1.718322 1.000293 0.0 0.0 0.0 -0.05
C 5.343815 2.395993 1.013100 0.0 0.0 -0.1 -0.21
N 4.203778 1.843750 1.638671 -0.1 0.0 0.0 0.10
C 4.190097 1.010862 2.730833 -0.1 0.0 0.1 -0.17
C 5.189277 1.094357 3.715493 0.0 0.0 0.0 -0.02
C 5.158420 0.289369 4.832168 0.0 0.0 0.0 -0.06
C 4.134501 -0.637939 5.028804 0.0 0.0 0.0 -0.08
C 3.138180 -0.722931 4.085828 0.0 0.0 0.0 -0.02
C 3.139161 0.084899 2.939551 0.1 0.0 0.0 -0.07
C 2.026903 -0.102708 2.004210 0.0 0.0 0.0 -0.53
O 1.188054 -1.035456 2.161202 0.0 0.1 0.0 -0.08
O 1.859915 0.670818 0.976536 0.0 -0.2 0.0 -0.10
C 5.195099 3.600676 0.315320 0.1 -0.1 0.0 -0.17
C 3.875673 4.320850 0.323579 -0.1 0.0 0.0 -0.03
H 7.055534 5.576099 -1.768697 0.0 0.0 0.0 0.08
H 6.003613 6.244908 -0.524776 0.0 0.0 0.0 0.09
H 5.308272 5.360251 -1.874850 0.0 0.0 0.0 0.08
H 8.331887 3.830222 -0.952507 0.0 0.0 0.0 0.11
H 8.579769 1.714662 0.297427 0.0 0.0 0.0 0.11
H 6.656492 0.772225 1.516528 0.0 0.0 0.0 0.11
H 3.371081 1.788653 1.069762 0.0 0.0 0.0 0.10
H 5.979227 1.822757 3.600705 0.0 0.0 0.0 0.12
H 5.942548 0.392277 5.571667 0.0 0.0 0.0 0.11
H 4.121338 -1.264587 5.909192 0.0 0.0 0.0 0.10
H 2.319722 -1.420223 4.204549 0.0 0.0 0.0 0.11
H 3.309645 4.094259 1.226421 0.0 0.0 0.0 0.08
H 3.258292 4.038121 -0.537260 0.0 0.0 0.0 0.08
H 4.013942 5.399766 0.272129 0.0 0.0 0.0 0.08
```
Positions in Å, forces in eV/Å.

The calculation puts the HOMO-LUMO gap at 7.55 eV. The multiplicity is 2. The charge is +1. The value obtained for the largest force on an atom is 0.0137 Eh/bohr.